The following is a quantum chemistry calculation of 16 unconnected molecules or ions with the total composition C59H158N11O21 in a non-equilibrium geometry, from the Open Molecules 2025 dataset.

For the orbital gap, the calculation gives 5.8 eV. Its HOMO energy is -0.1488 hartree. As for the net charge: -1.

Geometry as XYZ:
```
249
Properties=species:S:1:pos:R:3:lowdin_charge:R:1
C -5.6409 5.2424 13.9174 -0.012
C -5.3341 3.8292 13.4105 -0.461
C -3.9412 3.9476 12.7454 -0.136
C -3.3155 2.5906 12.3977 -0.157
C -3.1880 1.8187 13.7057 -0.146
C -4.4841 1.6189 14.4808 -0.483
N -5.1643 2.9237 14.5603 -0.181
O -6.2164 2.8628 15.4969 -0.249
C -4.1209 1.0298 15.8483 -0.020
C -5.3094 0.5582 13.7300 -0.017
C -6.3503 3.3949 12.3522 -0.020
H -5.6459 5.9761 13.1105 0.070
H -5.0002 5.5385 14.7442 0.062
H -6.6465 5.1942 14.3523 0.085
H -3.2690 4.5400 13.3733 0.103
H -3.9340 4.5017 11.7962 0.092
H -2.2900 2.7242 12.0402 0.091
H -3.9397 2.1754 11.6064 0.092
H -2.4198 2.2144 14.3717 0.096
H -2.8550 0.8321 13.3492 0.108
H -4.9586 0.4979 16.2928 0.050
H -3.8557 1.8469 16.5265 0.070
H -3.2070 0.4311 15.8147 0.076
H -5.3555 0.7468 12.6505 0.035
H -6.3629 0.5942 14.0165 0.083
H -4.8738 -0.4450 13.7281 0.073
H -6.1183 2.4875 11.7951 0.057
H -6.5403 4.2309 11.6718 0.074
H -7.3029 3.1924 12.8544 0.065
C -1.1032 -1.7551 13.7284 -0.046
C 0.0618 -2.5909 14.2587 -0.427
C 0.0159 -2.8695 15.7344 -0.204
O 0.1107 -1.6191 16.4266 -0.197
C -0.1087 -1.7495 17.7981 -0.130
N 0.1140 -3.8999 13.5532 0.023
H -1.1224 -0.7974 14.2445 0.061
H -2.0303 -2.3281 13.7720 0.074
H -0.9682 -1.5816 12.6568 0.075
H 1.0340 -2.1403 14.0295 0.135
H 0.9122 -3.4157 16.0586 0.125
H -0.8482 -3.4482 16.0762 0.120
H -1.1164 -2.1107 18.0408 0.087
H -0.1116 -0.7790 18.3013 0.074
H 0.6827 -2.3286 18.2892 0.091
H 0.5736 -3.6853 12.6768 0.065
H 0.6536 -4.5965 14.0492 0.058
C -5.4677 -0.9818 10.1261 -0.067
C -6.0819 -2.3736 10.2293 -0.437
C -5.5125 -3.3865 9.2337 -0.227
O -6.2402 -4.5813 9.3447 -0.202
C -5.9499 -5.5601 8.3566 -0.096
N -5.9321 -2.7950 11.6200 0.047
H -4.3741 -0.9857 10.1719 0.082
H -5.7650 -0.3009 10.9218 0.050
H -5.7969 -0.4799 9.2111 0.073
H -7.1346 -2.2394 9.9609 0.132
H -4.4823 -3.6070 9.5547 0.129
H -5.4951 -2.9664 8.2210 0.126
H -6.5614 -6.4197 8.6103 0.087
H -4.9020 -5.8572 8.4801 0.085
H -6.0956 -5.1455 7.3591 0.084
H -4.9283 -2.8569 11.8102 0.072
H -6.1518 -3.7883 11.7210 0.070
C -6.6373 11.7616 12.3563 -0.044
C -6.9290 11.3719 13.8177 -0.423
C -6.1683 10.0867 14.2397 -0.209
O -6.2120 9.0073 13.3337 -0.239
C -7.5356 8.4704 13.1124 -0.052
N -6.7207 12.4999 14.7478 0.020
H -7.5647 12.1493 11.9299 0.078
H -6.2982 10.8970 11.7955 0.032
H -5.8546 12.5112 12.2356 0.081
H -7.9729 11.1235 14.0410 0.125
H -6.5050 9.7804 15.2370 0.127
H -5.0983 10.3123 14.3129 0.123
H -7.4250 7.4503 12.7507 0.065
H -8.0262 9.1166 12.3857 0.088
H -7.9620 8.4090 14.1165 0.092
H -5.7222 12.5751 14.9409 0.067
H -6.9533 13.3294 14.2118 0.060
C 0.0707 1.8691 17.0152 -0.054
C 0.6508 2.8233 15.9689 -0.423
C 0.6003 2.1758 14.6064 -0.224
O 1.2710 2.9767 13.6586 -0.165
C 1.3044 2.4111 12.3842 -0.134
N -0.1088 4.0693 15.9578 0.068
H 0.7343 1.0358 17.2452 0.061
H -0.8435 1.4619 16.5708 0.073
H -0.1815 2.3537 17.9576 0.081
H 1.7043 3.0065 16.2006 0.136
H -0.4152 1.9645 14.2450 0.106
H 1.0826 1.1826 14.6610 0.128
H 1.8060 1.4414 12.2863 0.086
H 1.8372 3.1213 11.7527 0.085
H 0.3139 2.2716 11.9324 0.074
H -0.2304 4.4507 15.0189 0.061
H -1.0980 3.8404 16.0801 0.039
C -3.7063 7.4150 10.4895 -0.036
C -4.7414 8.1525 9.6344 -0.414
C -5.9972 7.3152 9.3746 -0.201
O -6.9516 8.0239 8.5927 -0.197
C -8.2052 7.3546 8.6108 -0.103
N -5.0473 9.4551 10.2309 0.054
H -3.2005 6.7287 9.8121 0.076
H -4.1667 6.9327 11.3578 0.063
H -3.0319 8.1170 10.9811 0.074
H -4.3153 8.3190 8.6388 0.133
H -6.4549 7.0131 10.3224 0.124
H -5.5778 6.5009 8.7691 0.104
H -8.0957 6.2732 8.4905 0.077
H -8.8106 7.6540 7.7531 0.087
H -8.7311 7.6509 9.5220 0.083
H -5.9836 9.6753 9.8943 0.060
H -5.1482 9.3681 11.2397 0.038
C -6.7884 -6.6098 17.1736 -0.071
C -6.6340 -5.1053 17.3426 -0.443
C -5.5182 -4.4701 16.5353 -0.210
O -5.3059 -3.1544 17.0143 -0.187
C -4.1549 -2.5980 16.4359 -0.114
N -7.8939 -4.3996 17.0127 0.049
H -7.0117 -6.8626 16.1351 0.079
H -7.6019 -6.9798 17.7962 0.072
H -5.8492 -7.0789 17.4721 0.074
H -6.4292 -4.9544 18.4116 0.136
H -5.7465 -4.4173 15.4650 0.133
H -4.6110 -5.0789 16.6447 0.122
H -3.8795 -1.6611 16.9198 0.078
H -4.3200 -2.3968 15.3707 0.086
H -3.2585 -3.2277 16.5160 0.073
H -8.6676 -4.7562 17.5609 0.066
H -7.7096 -3.4457 17.3164 0.041
C -5.7175 6.3368 5.7328 -0.044
C -5.9058 4.8176 5.7511 -0.428
C -5.9280 4.1194 7.0961 -0.228
O -4.6654 4.2538 7.6983 -0.190
C -4.6035 3.8302 9.0460 -0.099
N -7.2123 4.5814 5.1248 0.021
H -6.5504 6.8262 6.2367 0.069
H -5.6671 6.6391 4.6841 0.074
H -4.8071 6.7498 6.1704 0.079
H -5.1112 4.2936 5.1986 0.136
H -6.2408 3.0633 7.1136 0.127
H -6.6930 4.5709 7.7532 0.109
H -5.4250 4.2403 9.6404 0.071
H -3.6619 4.2058 9.4418 0.067
H -4.6313 2.7370 9.1162 0.090
H -7.1840 4.9448 4.1758 0.068
H -7.3250 3.5778 4.9889 0.069
C -9.8677 4.4972 12.2994 -0.048
C -11.3778 4.5989 12.1438 -0.403
C -11.7819 5.3389 10.8789 -0.210
O -11.3633 6.6896 10.9774 -0.211
C -11.8572 7.5271 9.9531 -0.111
N -11.8275 3.2057 12.0804 0.055
H -9.3642 5.4616 12.1295 0.072
H -9.3734 3.9184 11.5154 0.059
H -9.5448 4.2216 13.3032 0.073
H -11.7653 5.0813 13.0423 0.131
H -12.8660 5.3482 10.7089 0.119
H -11.3089 4.8260 10.0287 0.125
H -11.6283 8.5737 10.1453 0.086
H -12.9500 7.4382 9.9042 0.083
H -11.3352 7.1236 9.0759 0.083
H -12.8019 3.1514 11.7866 0.073
H -11.3006 2.7326 11.3451 0.039
C -7.2550 -0.7133 17.8095 -0.065
C -7.3850 0.5592 18.5946 -0.419
C -6.0380 0.8641 19.2826 -0.205
O -6.1560 2.0695 20.0101 -0.192
C -4.9557 2.5343 20.5876 -0.113
N -7.8579 1.6996 17.7905 0.092
H -7.1746 -1.6223 18.4115 0.069
H -6.3784 -0.6819 17.1589 0.060
H -8.1528 -0.8762 17.2111 0.065
H -8.1369 0.4941 19.3918 0.137
H -5.2609 0.9812 18.5169 0.107
H -5.7715 0.0162 19.9286 0.124
H -4.8770 2.0421 21.5624 0.084
H -5.0017 3.6120 20.7454 0.086
H -4.0964 2.3456 19.9377 0.072
H -7.1418 1.8203 17.0614 0.046
H -7.6714 2.5057 18.3867 0.066
C -11.4688 -2.0760 11.6026 -0.065
C -11.4849 -0.6067 11.2443 -0.412
C -10.1398 -0.1747 10.6397 -0.199
O -10.2123 1.2399 10.4514 -0.229
C -9.0737 1.7455 9.8105 -0.121
N -12.5302 -0.4133 10.1950 0.033
H -10.5899 -2.3052 12.2093 0.072
H -11.2977 -2.6741 10.6985 0.077
H -12.4029 -2.4523 12.0108 0.078
H -11.6990 0.1056 12.0423 0.136
H -9.9090 -0.6611 9.6834 0.121
H -9.2809 -0.3749 11.2938 0.122
H -8.7742 1.1612 8.9312 0.086
H -8.1807 1.8870 10.4312 0.077
H -9.3391 2.7396 9.4392 0.082
H -12.1406 -0.9357 9.4111 0.060
H -12.5229 0.5521 9.8788 0.058
C -9.4101 1.4234 14.0795 -0.266
C -9.4779 0.0658 14.7523 -0.226
O -10.4868 0.1142 15.7697 -0.066
O -9.0411 2.4179 15.0090 -0.088
H -10.3960 1.8092 13.7930 0.101
H -8.8172 1.4413 13.1538 0.100
H -8.5310 -0.0568 15.2824 0.093
H -9.7459 -0.7057 14.0223 0.100
H -10.5613 -0.7649 16.1490 0.068
H -8.0964 2.6529 15.0143 0.032
C -0.3431 5.5473 11.4583 -0.223
C -0.5531 4.6961 10.2175 -0.255
O -0.3967 5.4339 9.0199 -0.050
O 0.9910 6.0610 11.4612 -0.059
H -0.5482 4.9403 12.3456 0.111
H -1.0029 6.4087 11.5913 0.096
H -1.5891 4.3431 10.3272 0.091
H 0.0629 3.7949 10.2366 0.102
H -0.6401 4.8777 8.2758 0.087
H 1.3617 5.9857 10.5788 0.073
C -2.8405 7.2768 14.1757 -0.251
C -2.1484 8.5646 13.7919 -0.251
O -0.8963 8.3651 13.1833 -0.061
O -2.1387 6.6301 15.2350 -0.069
H -2.9606 6.6685 13.2770 0.087
H -3.8424 7.5025 14.5528 0.108
H -2.0306 9.3024 14.5913 0.119
H -2.8252 9.0144 13.0585 0.101
H -0.3142 7.7467 13.6324 0.088
H -2.6826 5.8947 15.5680 0.031
C -3.6218 4.4991 17.5751 -0.207
C -4.7180 5.5556 17.5783 -0.232
O -5.9750 5.0228 17.2473 -0.101
O -3.3409 4.2084 16.2133 -0.126
H -3.9502 3.6109 18.1248 0.098
H -2.7054 4.8337 18.0668 0.124
H -4.3923 6.3155 16.8551 0.101
H -4.7883 6.1034 18.5212 0.119
H -6.0024 4.3284 16.5281 0.052
H -4.0513 3.6410 15.8511 0.042
C -9.1657 6.0582 16.6230 -0.250
C -10.6498 6.2478 16.5695 -0.238
O -11.2962 5.1133 15.9777 -0.062
O -8.7939 4.8005 17.1975 -0.070
H -8.6504 6.8212 17.2159 0.117
H -8.7319 6.0889 15.6164 0.104
H -10.8885 7.0964 15.9223 0.112
H -11.0748 6.4019 17.5644 0.112
H -12.1165 5.3935 15.5679 0.066
H -7.8340 4.7656 17.0465 0.032
```